DFT (ωB97M-V/def2-TZVPD) results for a structure of composition C16H23GaO in a non-equilibrium geometry.

Structure (XYZ):
```
41
Properties=species:S:1:pos:R:3:forces:R:3:mulliken_charge:R:1
Ga -0.908 -0.115 1.452 0.33 -0.21 -1.54 -0.362
O -1.070 -0.105 -0.354 -0.35 -0.26 0.80 0.562
C -1.820 0.863 -1.060 0.35 -0.20 -0.12 -0.082
C -1.000 -2.258 1.723 1.00 0.02 0.37 -0.013
C -1.577 1.181 2.714 -0.27 0.39 0.64 -0.833
C 2.684 0.624 1.694 -0.23 0.35 -0.28 -0.526
C 1.310 -2.453 1.745 -0.64 -0.49 -0.21 -0.404
C -0.016 1.317 -3.805 0.07 -0.30 0.55 -1.883
C 1.890 1.758 2.026 -0.06 -0.40 -0.38 -0.701
C -0.164 -1.185 -3.332 0.15 0.17 0.44 -1.469
C 2.570 0.397 0.296 -0.29 0.66 0.11 -0.698
C -0.714 0.166 -3.209 0.21 0.32 0.68 0.945
C -0.500 -1.945 3.074 0.76 -0.36 -0.42 -0.591
C 1.703 1.386 -0.245 0.49 0.15 0.70 0.014
C 0.909 -2.014 3.038 -0.92 -0.48 0.13 -0.518
C 1.273 2.225 0.826 0.37 -0.51 -0.21 -0.883
C 0.176 -2.641 0.945 -0.05 -0.03 0.91 -1.011
C -1.983 0.371 -2.509 0.68 0.08 -0.19 -1.723
H -1.136 -1.795 3.947 0.24 0.26 -0.28 0.522
H -0.349 -1.754 -2.407 0.20 -0.11 -0.25 -0.002
H -2.808 1.011 -0.595 -0.23 0.10 0.09 0.219
H -2.569 -0.561 -2.520 -0.24 -0.03 0.22 0.293
H 1.059 1.099 -3.898 -0.07 0.23 -0.02 0.284
H 1.473 1.525 -1.299 -0.20 -0.21 0.25 0.314
H 0.630 3.098 0.727 0.09 -0.16 0.04 0.426
H 0.921 -1.149 -3.515 -0.09 -0.19 0.06 0.284
H 2.337 -2.660 1.447 -0.33 0.28 0.00 0.390
H -0.131 2.222 -3.188 0.16 0.01 -0.22 0.272
H -0.931 1.220 3.598 -0.08 -0.03 -0.22 0.300
H -1.289 1.830 -1.069 -0.05 -0.09 -0.01 0.145
H 1.787 2.204 3.014 -0.02 -0.10 -0.13 0.405
H -1.659 2.186 2.290 0.04 -0.24 -0.03 0.208
H -0.613 -1.757 -4.165 -0.14 -0.68 -0.54 0.415
H -2.571 0.835 3.028 0.05 0.13 0.02 0.448
H -2.024 -2.552 1.490 0.30 0.14 0.04 0.571
H 1.579 -1.833 3.878 -0.23 0.17 -0.30 0.403
H 0.139 -3.102 -0.042 0.06 0.60 0.16 0.378
H 3.047 -0.399 -0.276 -0.13 0.13 0.17 0.394
H 3.275 0.035 2.393 -0.12 0.05 -0.08 0.457
H -2.554 1.146 -3.038 -0.65 0.41 -0.14 0.466
H -0.376 1.577 -4.817 -0.16 0.43 -0.81 0.582
```
Positions in Å, forces in eV/Å.

Output
Lowest unoccupied orbital energy (alpha / beta) = 0.1865 / 0.1864 Eh
E_HOMO (alpha / beta) = 2.4410 / 2.4327 eV
Total charge = -2


DFT (ωB97M-V/def2-TZVPD) results for a structure of composition C20H26BeN4O5Si in a non-equilibrium geometry.

Structure (XYZ):
```
57
Properties=species:S:1:pos:R:3:forces:R:3:mulliken_charge:R:1
Si -4.772 -0.176 -0.245 -0.26 0.11 0.36 -0.015
O 0.157 1.702 0.005 0.11 -0.37 0.85 -0.341
O 4.869 -3.574 1.046 0.21 -0.13 -0.14 -0.631
O 0.321 2.348 -2.106 0.01 0.16 -0.19 -0.730
O -0.099 -0.062 1.912 0.74 -0.41 -1.05 -0.553
O 4.478 -2.041 4.814 -0.23 0.27 0.22 -0.513
N -1.869 1.333 2.188 0.02 0.09 -0.09 -0.185
N 4.046 -2.149 2.575 -0.08 0.09 0.34 -0.136
N -0.930 0.232 3.966 0.01 -0.02 0.15 -0.466
N 1.336 -0.759 -0.323 -0.58 0.42 0.27 0.433
C 2.078 -1.364 0.586 0.66 -0.46 0.36 -0.697
C -0.016 5.477 1.508 -0.02 0.08 0.10 -0.631
C -5.597 0.135 -1.943 0.39 -0.20 0.58 -0.988
C -1.705 -0.323 -0.345 0.24 0.12 0.02 -1.767
C 3.302 -1.954 0.292 -0.31 0.10 -0.39 0.275
C 3.729 -1.934 -1.036 -0.18 0.05 0.20 -0.271
C 2.945 -1.294 -1.980 -0.03 -0.03 0.10 -0.956
C 0.071 4.000 -0.392 0.06 -0.10 0.13 0.238
C -0.939 0.479 2.633 -0.80 0.45 1.13 0.917
C 4.142 -2.639 1.319 -0.20 0.21 0.22 0.241
C -5.454 -1.723 0.656 0.25 0.51 -0.48 -1.029
C -0.026 6.569 0.657 -0.04 0.11 0.00 -0.362
C 1.757 -0.701 -1.576 0.23 -0.04 -0.65 -0.039
C -0.004 6.377 -0.715 -0.02 0.04 -0.04 -0.549
C -5.197 1.313 0.891 0.21 -0.48 -0.47 -0.991
C 0.186 2.590 -0.918 0.02 0.29 -0.64 0.502
C -2.924 -0.288 -0.350 -1.02 -0.14 -0.25 1.621
C 0.045 5.097 -1.241 0.02 -0.14 -0.04 -0.325
C 0.029 4.199 0.985 0.01 -0.06 -0.02 -0.169
C 4.842 -2.707 3.639 0.53 -0.69 -0.31 -0.381
Be -0.109 0.178 0.161 0.07 -0.30 0.10 0.093
H 1.650 -1.379 1.574 0.05 -0.06 0.21 0.808
H 5.913 -2.568 3.412 -0.24 -0.07 0.05 0.284
H 1.121 -0.153 -2.255 -0.04 0.09 -0.14 0.546
H -4.729 2.231 0.547 0.12 0.15 -0.12 0.343
H -6.268 1.485 0.910 -0.25 -0.01 -0.03 0.338
H 4.640 -3.789 3.702 0.09 0.23 -0.03 0.276
H 3.245 -1.254 -3.016 -0.01 0.06 -0.04 0.416
H -5.249 1.076 -2.363 0.14 0.14 0.01 0.306
H 5.020 -2.368 5.539 -0.04 0.04 -0.09 0.308
H 0.038 3.332 1.629 0.01 0.01 0.04 0.247
H -6.680 0.197 -1.875 -0.13 -0.03 0.19 0.307
H -1.546 0.714 4.596 0.09 -0.09 -0.04 0.161
H -0.231 -0.386 4.338 0.00 0.06 -0.02 0.222
H -0.054 7.571 1.061 -0.01 0.06 0.02 0.380
H 4.662 -2.415 -1.296 0.02 -0.02 -0.01 0.503
H -2.025 1.297 1.187 -0.18 0.13 -0.06 -0.220
H -0.043 5.626 2.578 0.01 0.00 0.07 0.390
H -4.885 1.139 1.918 0.08 -0.13 0.15 0.206
H -0.024 7.233 -1.373 0.01 0.07 -0.10 0.392
H -5.189 -2.645 0.150 0.09 -0.13 -0.14 0.337
H -2.644 1.598 2.773 0.09 -0.06 -0.08 0.241
H -5.361 -0.644 -2.663 0.10 -0.16 -0.05 0.330
H 0.068 4.932 -2.307 0.03 -0.05 -0.11 0.444
H -6.537 -1.696 0.743 -0.21 0.10 -0.05 0.307
H 3.518 -1.325 2.806 0.01 0.08 -0.14 0.235
H -5.054 -1.780 1.666 0.15 0.08 0.10 0.298
```
Positions in Å, forces in eV/Å.

Output
Lowest unoccupied orbital energy = 0.0051 Eh
E_HOMO = -8.9442 eV
Total charge = 0


DFT (ωB97M-V/def2-TZVPD) results for a structure of composition C14H10F5HgN in a non-equilibrium geometry.

Structure (XYZ):
```
31
Properties=species:S:1:pos:R:3:forces:R:3:mulliken_charge:R:1
Hg -1.045 0.204 0.665 -0.33 2.53 1.57 0.147
F -2.523 -2.452 1.167 0.57 -0.26 0.31 -0.268
F -1.720 -4.771 2.397 0.00 -0.18 -0.02 -0.336
F 2.041 -1.168 0.652 -0.77 -0.76 0.58 -0.151
F 0.936 -5.277 2.764 0.06 -0.08 -0.06 -0.330
F 2.804 -3.503 1.833 0.02 -0.19 0.04 -0.338
N -1.750 2.083 1.381 0.06 -1.10 -0.32 -0.705
C 1.081 -2.016 1.118 0.00 -0.36 0.22 0.747
C 2.166 1.601 -1.686 -0.25 0.75 0.50 -0.579
C -0.806 -3.880 1.961 0.00 0.50 -0.11 0.341
C 0.987 3.381 -0.797 0.92 -0.74 -0.54 -0.435
C -1.771 -0.232 -2.290 0.37 -0.27 0.63 -0.737
C 1.967 2.977 0.155 -0.08 -0.15 -0.57 -0.624
C 0.550 -4.147 2.141 -0.27 0.55 -0.27 0.444
C 2.685 1.871 -0.382 -0.51 0.42 -0.67 -0.539
C -2.735 1.873 -1.389 0.65 -0.16 0.92 -0.607
C 1.492 -3.229 1.688 -0.05 0.52 -0.17 0.219
C -1.191 -2.671 1.381 0.61 -0.25 0.25 0.702
C -2.114 0.684 -1.352 -1.83 1.31 -3.20 0.069
C -0.265 -1.699 1.039 0.22 -0.93 -0.72 -1.376
C 1.126 2.545 -1.953 0.59 -0.10 1.13 -0.586
H -1.714 1.958 2.412 0.16 -0.24 -0.34 -0.065
H 0.252 4.163 -0.678 -0.07 0.01 0.12 0.346
H -3.341 2.140 -2.265 0.14 -0.39 0.30 0.240
H 2.515 0.832 -2.367 -0.03 -0.05 0.04 0.364
H 3.496 1.325 0.092 -0.10 0.06 0.04 0.413
H -1.077 0.062 -3.084 0.08 -0.09 0.44 0.228
H -2.068 -1.289 -2.299 0.06 0.41 0.34 0.276
H 2.146 3.438 1.129 -0.19 -0.21 -0.24 0.331
H -2.655 2.609 -0.574 0.10 -0.56 -0.17 0.373
H 0.532 2.587 -2.857 -0.11 0.02 -0.02 0.435
```
Positions in Å, forces in eV/Å.

Output
Lowest unoccupied orbital energy = 0.1767 Eh
E_HOMO = 0.4264 eV
Total charge = -2


Which value of total charge does entry 1 give? -2


What is the total charge in the third record? -2


Which value of total charge does entry 2 give? 0


Which of these has the highest total charge? C20H26BeN4O5Si